Entry 1:
122
Properties=species:S:1:pos:R:3:forces:R:3 method="wB97M-V/def2-TZVPD" e_tot_ev=-1708955.8677 lumo_ha=-0.00927
C 2.5727 0.7224 3.2245 -0.27 0.31 1.09
C 3.2128 0.3915 4.5879 -0.83 0.53 0.18
O 3.7504 -0.9218 4.5366 0.07 -1.16 1.15
P 4.5007 -1.5601 5.8772 -0.74 3.82 -1.08
O 3.8300 -1.2802 7.1548 0.40 -0.20 -0.55
O 4.6804 -3.0012 5.4434 -0.29 -2.78 -0.05
C 3.6727 -4.0087 5.8600 -1.01 1.50 0.64
C 4.2258 -5.3169 5.4873 0.16 -1.81 2.10
O 5.9428 -0.9098 5.7127 -1.03 -0.51 1.89
C 6.6403 -0.7343 4.5112 1.08 1.48 0.09
C 7.1319 -2.0531 3.9498 -0.69 0.38 -1.57
H 2.1650 1.7492 3.1606 -0.24 -0.50 0.55
H 3.2884 0.7475 2.4497 1.14 -0.42 -0.89
H 1.8270 -0.0367 2.9651 0.03 0.26 0.11
H 4.0234 1.0551 4.8714 0.12 0.51 -0.22
H 2.4564 0.4984 5.4031 0.46 -0.34 -0.47
H 3.5142 -3.9036 6.9646 0.26 -0.06 -0.95
H 2.7094 -3.7164 5.3779 0.73 -0.42 0.13
H 5.0730 -5.5836 6.1326 0.02 0.29 -0.21
H 3.5887 -6.1966 5.5583 -0.81 0.35 0.61
H 4.5138 -5.4250 4.5123 1.06 0.50 -2.71
H 6.0158 -0.1121 3.8692 -0.04 -0.46 -0.54
H 7.4541 -0.0282 4.8044 -0.18 -0.80 -0.26
H 7.2415 -2.7585 4.7736 0.15 -0.05 -0.27
H 6.3422 -2.4082 3.2153 1.02 -0.05 0.89
H 8.0829 -1.8955 3.3985 -0.55 -0.28 0.36
C -5.2845 -2.9289 -5.7816 -2.20 -1.07 -0.37
C -4.8425 -2.8343 -4.4035 -1.78 0.18 2.54
O -5.3368 -1.5481 -3.8759 -0.83 -1.12 -2.14
P -4.7311 -1.0160 -2.5844 -0.22 1.27 1.48
O -3.3000 -1.2068 -2.4113 1.08 0.04 0.02
O -5.2906 0.4679 -2.6248 -0.09 -0.73 1.17
C -5.0132 1.3519 -3.6667 0.58 1.71 -2.06
C -6.0096 2.5453 -3.6480 2.10 -0.29 2.08
O -5.4815 -1.6919 -1.3852 -0.15 0.16 0.03
C -6.9251 -1.7699 -1.2450 0.69 0.61 0.94
C -7.2281 -3.2191 -0.9280 -0.09 0.73 1.47
H -5.0375 -3.9211 -6.1284 0.29 -0.20 -0.52
H -6.4023 -2.9265 -5.7090 0.75 0.16 -0.46
H -4.9791 -2.1589 -6.4425 0.57 0.64 -0.55
H -5.4455 -3.6111 -3.8006 1.55 0.80 -0.68
H -3.8025 -2.7777 -4.1873 0.96 -0.74 -0.09
H -3.9419 1.7376 -3.6523 -1.22 -0.54 0.39
H -5.1222 0.8689 -4.6633 0.09 -0.11 0.64
H -5.5500 3.3145 -4.2566 -0.44 0.12 -0.49
H -6.9915 2.2239 -3.9416 -0.43 0.17 -0.09
H -5.9615 2.9745 -2.5971 -0.53 -0.53 -1.12
H -7.1303 -1.0458 -0.4103 -0.27 -0.87 -0.71
H -7.4200 -1.4314 -2.1441 -0.07 0.18 -0.30
H -6.5605 -3.4707 -0.0480 -0.76 -0.16 -1.12
H -8.2874 -3.2400 -0.5601 0.82 -0.52 -0.62
H -7.0077 -3.8311 -1.8189 -0.35 0.00 0.63
C -0.2314 -0.4773 5.1674 -0.57 -0.94 -0.45
Cl 0.1245 -2.0939 4.4620 -0.45 0.51 0.35
Cl -1.9436 -0.0804 5.3611 -0.33 -0.15 -0.46
H 0.0851 -0.4418 6.1701 1.08 -0.12 0.87
H 0.2441 0.2050 4.5060 0.19 0.72 -0.24
C 4.8605 5.2164 -4.6140 -1.01 0.04 0.86
Cl 6.1532 4.0995 -4.1778 -0.10 0.12 -0.18
Cl 3.3510 4.8616 -3.6744 0.48 0.10 -0.11
H 5.1100 6.2349 -4.3268 0.29 -0.20 -0.26
H 4.5526 5.1129 -5.6432 0.39 -0.01 -0.21
C -2.1334 4.0333 -2.8844 0.10 -0.09 0.34
Cl -2.7024 5.1335 -1.6515 -0.13 0.66 0.22
Cl -2.8553 4.2652 -4.4547 -0.45 0.08 -0.54
H -1.0837 4.1624 -3.0431 0.56 0.03 0.26
H -2.3693 3.0695 -2.4781 0.01 -0.67 -0.23
C -1.9928 -3.3633 0.9462 0.15 -0.06 0.77
Cl -0.5257 -4.4596 1.0316 -1.34 0.81 -0.32
Cl -3.3719 -4.0690 1.7972 -0.03 -0.20 0.08
H -1.7804 -2.4327 1.4704 0.40 -0.20 -0.11
H -2.3509 -3.1516 -0.0489 0.53 -0.27 -0.48
C -3.8202 7.5709 2.6098 -0.14 -0.08 -0.59
Cl -4.7864 6.7827 1.3468 -0.08 0.05 -0.15
Cl -4.7226 8.8802 3.4081 0.43 -0.41 -0.12
H -3.5575 6.7701 3.2724 -0.04 0.00 0.74
H -2.9180 7.9361 2.1287 -0.15 0.36 0.12
C 2.6353 -4.0836 0.7773 -1.28 -0.09 0.86
Cl 2.4168 -3.2441 2.3498 0.49 -0.24 -0.02
Cl 4.2083 -3.8512 0.1141 0.62 0.50 -0.63
H 2.5363 -5.1594 0.8940 -0.28 0.11 0.33
H 1.7739 -3.6790 0.2361 0.83 -0.18 -0.63
C -3.6102 0.6616 0.4690 -2.76 -0.89 1.22
Cl -2.6221 0.5078 1.9329 0.06 0.18 -0.19
Cl -4.0415 2.2909 0.0014 0.46 0.50 -0.06
H -3.1624 0.1299 -0.3252 0.71 -0.28 -0.82
H -4.6210 0.1765 0.6901 1.58 0.46 -0.16
C 3.4699 0.9579 -4.8902 0.00 0.15 0.43
Br 3.6555 -0.0482 -6.4686 0.22 -0.31 -1.01
Br 3.3525 -0.2394 -3.4237 0.49 -0.72 0.94
Br 1.8188 1.9200 -4.8762 -0.18 0.55 -0.32
H 4.3689 1.5684 -4.7574 -0.57 0.15 -0.06
C -0.6520 -1.3889 -7.0792 -1.26 0.69 0.81
Br -0.4890 -1.8306 -5.2351 -0.27 -0.37 0.47
Br -1.3096 0.4625 -7.1511 0.52 -0.41 -0.36
Br -1.8519 -2.5102 -8.0624 0.11 -0.19 -0.01
H 0.3438 -1.5422 -7.3966 0.74 0.43 -1.03
C 2.7185 5.2863 1.4829 0.14 -0.36 0.61
Br 1.1470 6.3782 1.7473 0.35 -0.19 -0.11
Br 3.6218 4.8422 3.1456 -0.01 0.37 0.07
Br 3.9356 5.9553 0.1728 -0.15 0.30 0.00
H 2.4214 4.2994 1.1879 -0.44 -0.09 -0.57
C 0.8340 0.8151 -1.0772 -1.03 -0.34 0.39
Br 0.4925 2.6432 -0.4454 0.39 -0.92 -0.02
Br -0.7588 0.0464 -1.8188 -0.60 0.04 0.01
Br 1.6137 -0.4956 0.1053 0.09 0.54 0.30
H 1.4601 0.7995 -1.9186 1.08 0.77 -0.74
C 5.8890 1.1444 -0.5604 -0.59 0.05 0.22
Br 5.4750 2.8719 0.2232 0.43 -0.14 0.02
Br 6.1109 -0.2446 0.7702 -0.63 0.10 0.08
Br 7.5210 1.0754 -1.5778 -0.36 0.49 -0.43
H 4.9584 1.0214 -1.1482 1.06 -0.68 0.05
C 1.8484 -4.6686 -3.4981 -0.17 -0.96 -0.67
Br 0.5029 -6.0850 -3.6654 0.17 0.32 0.03
Br 1.1402 -3.1451 -2.6360 0.01 0.15 0.69
Br 2.5345 -4.1898 -5.2413 0.14 -0.10 0.09
H 2.6501 -5.1636 -2.9553 -0.05 0.54 0.11
C -2.9718 3.4000 4.4666 -0.75 1.20 -0.09
Br -2.6433 4.3385 6.0680 0.06 0.45 1.13
Br -1.9085 4.1783 3.1158 0.47 0.00 -0.89
Br -4.8423 3.4469 4.0284 -0.06 -0.16 -0.13
H -2.6785 2.4176 4.6612 0.33 -1.49 -0.15

=====

Entry 2:
91
Properties=species:S:1:pos:R:3:forces:R:3 method="wB97M-V/def2-TZVPD" smiles="CCCN[C@H]1COC(=O)O1.CCOC(C)=O.CCOC(C)=O.CCOC(C)=O.CCOC(C)=O.CCOC(C)=O" e_tot_ev=-55894.3552 lumo_ha=0.01622
C 0.8780 -0.0272 -3.2050 -0.81 0.18 0.43
C -0.7289 -0.2608 -3.3519 0.83 1.27 0.07
C -1.4602 0.7703 -2.3234 1.80 -0.34 0.25
N -2.4503 0.1096 -1.4269 -0.49 0.26 -1.86
C -3.7620 -0.1047 -2.0532 -1.58 1.89 2.71
C -4.5070 1.0708 -2.8293 1.40 -1.53 -1.36
O -5.7868 0.3753 -3.0519 2.41 -1.83 -0.67
C -5.3559 -0.9795 -3.3632 -1.97 -0.66 -0.53
O -6.1664 -1.7930 -3.8197 3.72 2.71 1.64
O -3.9602 -1.1672 -3.0192 -2.69 0.42 -0.36
H 1.0889 1.0943 -3.0238 -0.29 -1.70 -0.45
H 1.2637 -0.5754 -2.2673 -0.59 0.80 -1.66
H 1.4545 -0.3483 -4.1313 -0.78 0.29 1.37
H -1.0285 0.0350 -4.4207 0.28 -0.78 1.52
H -0.9639 -1.3488 -3.1158 0.02 1.54 -0.38
H -0.6105 1.1498 -1.6369 -1.45 -0.54 -0.97
H -1.8427 1.6916 -2.8789 0.24 -1.19 0.61
H -2.5426 0.6283 -0.5337 -0.28 -0.66 -1.02
H -4.4809 -0.3659 -1.1868 1.17 0.42 -1.01
H -4.5365 2.1166 -2.3827 -0.44 -1.66 -0.51
H -4.0472 0.9914 -3.8879 -0.29 1.22 1.64
O -10.1560 2.7300 0.4791 0.37 -0.66 -0.08
C -10.0080 1.6727 -0.0915 -0.10 0.47 -0.13
O -8.9347 0.9071 0.1729 -0.02 0.23 0.48
C -8.7535 -0.4361 -0.3043 0.08 -0.36 -0.42
C -8.1586 -0.4409 -1.6984 -0.21 0.17 0.24
C -10.9634 1.2383 -1.1677 -0.54 -0.35 0.08
H -9.6860 -1.0029 -0.2421 -0.04 0.16 -0.01
H -8.0541 -0.9151 0.3855 -0.10 0.30 0.14
H -8.8181 0.0464 -2.4200 -0.01 -0.11 -0.01
H -7.9735 -1.4629 -2.0347 -0.01 0.08 0.03
H -7.2158 0.1101 -1.7115 -0.47 -0.25 0.23
H -10.6890 1.7248 -2.1067 -0.01 -0.06 0.11
H -11.9689 1.5525 -0.8818 0.18 0.20 -0.08
H -11.0081 0.1621 -1.3139 0.18 0.01 -0.14
O 3.6252 -0.3398 -2.9104 0.36 -0.50 0.60
C 4.1680 -1.2431 -2.3141 0.29 0.39 -0.21
O 3.5255 -1.8761 -1.3167 -0.62 0.17 -0.23
C 4.0027 -3.0669 -0.6738 0.27 -0.12 0.33
C 4.9768 -2.7292 0.4361 -0.01 0.29 -0.01
C 5.5950 -1.6129 -2.6090 0.14 -0.46 -0.43
H 4.4214 -3.7651 -1.4026 0.05 0.14 -0.01
H 3.1253 -3.5574 -0.2454 -0.09 0.24 -0.21
H 5.8621 -2.2206 0.0537 -0.01 -0.23 0.04
H 5.2965 -3.6337 0.9563 0.02 0.09 -0.09
H 4.5109 -2.0528 1.1584 -0.11 -0.13 -0.05
H 6.2593 -0.9294 -2.0742 -0.06 -0.08 -0.04
H 5.7622 -1.5082 -3.6825 -0.03 0.25 0.15
H 5.8492 -2.6395 -2.3574 0.08 0.08 0.23
O 7.8823 -3.6150 0.4131 0.26 0.31 0.67
C 8.4620 -3.4373 1.4594 0.18 -0.17 -0.54
O 8.1193 -2.4072 2.2550 -0.61 0.09 -0.13
C 8.6116 -2.2126 3.5880 0.32 0.09 0.11
C 9.9458 -1.4935 3.5740 0.15 0.02 -0.14
C 9.6306 -4.2993 1.8484 -0.03 -0.53 0.35
H 8.6490 -3.1584 4.1339 0.05 0.00 -0.12
H 7.8741 -1.5897 4.0994 -0.08 -0.10 -0.27
H 10.7111 -2.0737 3.0548 -0.03 -0.03 0.11
H 10.2898 -1.3006 4.5925 -0.04 -0.01 -0.06
H 9.8588 -0.5410 3.0452 -0.07 -0.06 0.11
H 10.5288 -3.9306 1.3473 -0.11 -0.03 0.05
H 9.4296 -5.3200 1.5183 0.06 0.20 -0.20
H 9.8063 -4.3525 2.9200 0.13 0.17 -0.01
O -6.6031 -0.8883 2.5993 0.24 0.40 0.63
C -6.6122 0.1226 3.2649 -0.43 -0.15 -0.41
O -6.0698 0.1252 4.4977 0.48 -0.46 0.04
C -5.8656 1.3020 5.2903 -0.24 0.15 0.10
C -7.1198 1.6610 6.0619 -0.21 -0.01 -0.03
C -7.3052 1.3619 2.7725 0.44 0.43 -0.24
H -5.4978 2.1284 4.6774 -0.12 -0.06 -0.04
H -5.0671 1.0615 5.9961 -0.05 -0.21 -0.21
H -7.9518 1.8917 5.3937 0.10 0.09 0.01
H -6.9422 2.5263 6.7044 0.01 -0.06 -0.03
H -7.4376 0.8199 6.6833 0.13 0.07 -0.01
H -8.3750 1.2790 2.9773 0.11 0.04 -0.10
H -7.1525 1.4358 1.6957 -0.27 -0.17 0.14
H -6.9220 2.2852 3.2005 -0.14 -0.01 0.20
O 8.4697 2.9108 -0.4763 -0.72 -0.13 -0.28
C 7.2611 2.9427 -0.4987 0.48 0.28 0.10
O 6.5955 2.6115 -1.6201 0.39 -0.36 -0.20
C 5.1723 2.4405 -1.6982 -0.26 0.19 -0.09
C 4.4785 3.7696 -1.9205 0.05 0.20 0.09
C 6.4825 3.4386 0.6883 -0.24 -0.34 0.49
H 4.7925 1.9085 -0.8223 0.06 0.08 0.01
H 4.9867 1.7923 -2.5574 0.24 0.01 0.13
H 4.6521 4.4589 -1.0913 -0.08 -0.07 0.02
H 3.4014 3.6274 -2.0324 0.07 -0.03 -0.01
H 4.8655 4.2545 -2.8203 -0.06 -0.14 0.02
H 6.4604 4.5308 0.6701 0.00 -0.12 -0.01
H 6.9899 3.1056 1.5955 0.12 0.21 -0.15
H 5.4672 3.0540 0.7458 -0.08 0.16 -0.12